1.
13
Properties=species:S:1:pos:R:3:nbo_charge:R:1 method="wB97M-V/def2-TZVPD" lumo_ev=-0.164 homo_lumo_gap_ev=9.032 e_above_lowest_kcal_mol=79.24 energy_ha=-340.66863
H -1.60 -0.92 -0.15 0.357
N -1.88 -0.87 0.83 -0.548
C -1.10 -0.20 1.54 0.025
C 0.13 0.60 1.18 0.450
O 0.71 1.21 2.07 -0.508
C 0.62 0.68 -0.20 -0.171
C 0.97 -0.65 -1.31 -0.148
N -0.14 0.18 -1.30 -0.637
H -1.37 -0.07 2.59 0.180
H 1.40 1.40 -0.37 0.213
H 1.71 -0.58 -2.09 0.200
H 0.91 -1.56 -0.73 0.199
H -0.36 0.78 -2.08 0.388

2.
18
Properties=species:S:1:pos:R:3:nbo_charge:R:1 method="wB97M-V/def2-TZVPD" lumo_ev=0.902 homo_lumo_gap_ev=9.652 e_above_lowest_kcal_mol=10.71 smiles=CSC.NCN energy_ha=-629.16243
C -1.69 -1.25 -1.19 -0.771
S -1.63 0.49 -0.80 0.170
C -2.39 0.56 0.85 -0.731
H -1.97 -1.49 -2.22 0.234
H -2.51 -1.78 -0.71 0.225
H -0.76 -1.76 -0.94 0.218
H -3.12 1.35 0.98 0.228
H -2.88 -0.40 1.05 0.222
H -1.61 0.69 1.60 0.216
N 1.78 1.53 -0.37 -0.857
C 1.81 0.55 0.69 -0.058
N 2.48 -0.74 0.38 -0.852
H 2.57 1.42 -0.98 0.356
H 0.89 1.40 -0.82 0.375
H 2.30 0.84 1.62 0.166
H 0.81 0.21 0.97 0.174
H 2.42 -0.98 -0.61 0.342
H 3.50 -0.65 0.49 0.343

3.
14
Properties=species:S:1:pos:R:3:nbo_charge:R:1 method="wB97M-V/def2-TZVPD" lumo_ev="-0.499 / -0.499" homo_lumo_gap_ev="7.151 / 7.150" e_above_lowest_kcal_mol=121.64 energy_ha=-266.52816
C 0.68 0.58 2.28 -0.457
C -1.18 -1.12 -1.49 -0.701
C 0.68 0.44 -0.07 0.099
C -0.24 0.05 -1.60 0.263
N -0.20 1.18 -0.91 -0.567
N 0.03 0.23 1.04 -0.295
H 1.75 0.67 -0.13 0.172
H 0.23 0.17 -2.58 0.163
H 0.32 1.57 2.59 0.223
H 1.77 0.61 2.20 0.175
H 0.37 -0.13 3.05 0.209
H -1.87 -1.13 -2.33 0.239
H -0.61 -2.05 -1.50 0.232
H -1.74 -1.07 -0.56 0.245

4.
96
Properties=species:S:1:pos:R:3:mulliken_spin:R:1 method="wB97M-V/def2-TZVPD" s2=3.7570 lumo_ev="-2.048 / -2.061" homo_lumo_gap_ev="8.471 / 8.450" multiplicity=4 e_above_lowest_kcal_mol=6.03 charge=+1 energy_ha=-3837.19407
Co 0.00 0.15 0.12 2.762
C -2.93 -0.06 -1.36 -0.002
C -2.09 0.13 -2.61 0.016
C -1.03 -0.92 -2.73 0.003
C -0.61 -1.37 -3.98 0.001
C 0.28 -2.43 -4.05 0.002
C 0.70 -3.04 -2.88 -0.005
C 0.26 -2.50 -1.68 0.001
N -0.57 -1.46 -1.60 0.030
N -2.31 0.45 -0.12 0.049
C -2.93 -0.22 1.03 0.003
C -2.14 -1.39 1.56 0.000
C -2.79 -2.37 2.30 0.005
C -2.06 -3.41 2.83 -0.002
C -0.69 -3.45 2.61 0.003
C -0.12 -2.43 1.87 0.014
N -0.83 -1.42 1.35 0.022
C -2.53 1.90 -0.03 -0.014
C -1.75 2.50 1.11 0.007
C -1.96 3.82 1.50 0.003
C -1.24 4.32 2.57 0.001
C -0.35 3.47 3.24 0.001
C -0.22 2.18 2.78 0.007
N -0.89 1.70 1.73 0.021
H -3.12 -1.13 -1.22 -0.003
H -3.91 0.42 -1.49 0.002
H -1.68 1.14 -2.66 0.001
H -2.75 0.05 -3.48 0.000
H -0.99 -0.90 -4.88 0.000
H 0.61 -2.80 -5.01 0.000
H 1.36 -3.89 -2.89 0.000
H 0.58 -2.92 -0.74 0.009
H -3.94 -0.57 0.77 0.002
H -3.06 0.49 1.84 -0.001
H -3.86 -2.31 2.45 0.000
H -2.54 -4.18 3.41 0.000
H -0.07 -4.24 3.00 0.000
H 0.94 -2.40 1.68 -0.010
H -3.60 2.11 0.10 0.003
H -2.20 2.36 -0.96 -0.001
H -2.66 4.44 0.96 0.000
H -1.36 5.34 2.89 0.000
H 0.21 3.81 4.09 0.000
H 0.44 1.48 3.27 0.001
C 2.55 3.78 -6.09 0.000
C 3.01 2.33 -6.06 0.000
C 4.49 2.21 -6.36 0.000
C 4.89 0.75 -6.43 0.000
C 4.48 0.03 -5.18 0.000
C 5.12 -1.12 -4.79 0.000
C 4.74 -1.77 -3.62 0.000
F 5.39 -2.90 -3.28 0.000
C 3.74 -1.29 -2.81 0.003
C 3.09 -0.11 -3.18 0.011
C 2.02 0.41 -2.31 -0.028
O 1.74 -0.21 -1.25 -0.005
C 1.37 1.59 -2.77 -0.005
C 1.76 2.14 -3.96 0.000
N 2.74 1.69 -4.74 -0.001
C 3.44 0.54 -4.37 -0.001
C 0.28 2.28 -2.02 0.015
O -0.41 3.11 -2.60 0.009
O 0.14 1.95 -0.80 0.024
H 2.89 4.22 -7.03 0.000
H 2.98 4.35 -5.27 0.000
H 1.47 3.89 -6.06 0.000
H 2.45 1.76 -6.80 0.000
H 5.07 2.73 -5.59 0.000
H 4.69 2.71 -7.31 0.000
H 5.97 0.64 -6.57 0.000
H 4.42 0.28 -7.30 0.000
H 5.93 -1.52 -5.38 0.000
H 3.45 -1.80 -1.91 0.000
H 1.23 3.02 -4.29 0.001
C 1.99 -1.08 4.13 -0.005
C 2.65 0.11 3.45 0.003
P 2.43 0.23 1.62 0.018
C 3.37 1.79 1.39 0.004
C 3.46 2.33 -0.02 0.005
C 3.71 -0.97 1.05 0.015
C 3.28 -2.42 0.92 0.009
H 2.21 -1.09 5.19 0.000
H 2.35 -2.03 3.72 0.000
H 0.91 -1.06 4.01 0.000
H 3.73 0.12 3.63 0.000
H 2.27 1.04 3.88 0.001
H 4.38 1.58 1.78 0.000
H 2.92 2.53 2.06 -0.001
H 4.02 1.66 -0.68 0.000
H 3.99 3.29 -0.02 0.000
H 2.47 2.48 -0.45 0.000
H 4.56 -0.88 1.73 0.002
H 4.04 -0.60 0.08 -0.003
H 3.03 -2.87 1.89 0.000
H 4.07 -3.03 0.49 0.000
H 2.41 -2.51 0.27 -0.001

5.
10
Properties=species:S:1:pos:R:3:nbo_charge:R:1 method="wB97M-V/def2-TZVPD" s2=2.0276 lumo_ev="0.383 / -1.655" homo_lumo_gap_ev="7.017 / 7.765" multiplicity=3 e_above_lowest_kcal_mol=11.88 energy_ha=-867.18177
C -0.75 -1.12 0.65 -0.152
C -0.56 0.30 -1.66 -0.612
C 0.97 0.56 0.97 -0.028
N 0.16 -0.35 1.32 -0.485
S -1.47 -0.83 -0.86 0.385
I 2.03 1.38 2.65 0.091
H -1.09 -2.07 1.05 0.214
H 0.46 0.59 -1.54 0.191
H -1.05 0.77 -2.50 0.213
H 1.31 0.77 -0.08 0.182

6.
123
Properties=species:S:1:pos:R:3:mulliken_charge:R:1 method="wB97M-V/def2-TZVPD" lumo_ev=-2.604 homo_lumo_gap_ev=7.739 charge=+1 energy_ha=-3791.05199
C 4.89 0.45 3.02 -0.564
O 4.44 -0.48 2.05 -0.390
C 5.47 -1.13 1.31 -0.214
C 4.96 -1.40 -0.09 -0.867
C 5.32 -0.32 -1.13 -0.859
C 5.08 1.11 -0.65 -0.624
C 3.63 1.59 -0.73 -0.477
C 3.06 1.65 -2.15 -0.634
C 1.80 2.51 -2.27 -0.891
C 0.78 2.28 -1.13 -0.712
C -0.56 1.67 -1.61 -0.554
C -1.72 2.13 -0.74 -0.653
N -2.55 1.00 -0.16 0.584
C -3.59 1.56 0.77 0.441
C -2.91 2.07 2.06 -1.715
C -2.77 3.59 2.12 -0.342
N -2.12 4.20 3.01 -0.618
C -4.75 0.60 1.13 0.347
C -5.93 1.43 1.65 -0.848
C -6.78 2.14 0.65 0.035
O -7.85 2.55 0.89 -0.477
F -6.27 2.35 -0.57 -0.143
C -5.18 -0.42 0.08 -2.211
C -3.93 -1.05 -0.54 0.248
C -3.09 -1.76 0.54 -2.115
C -3.84 -2.76 1.46 -1.199
C -3.81 -2.36 2.95 -1.259
I -3.12 -3.94 4.21 0.124
S -4.43 -2.27 -1.78 1.757
O -4.74 -3.51 -1.14 -0.751
O -5.45 -1.72 -2.63 -0.654
C -3.01 -2.68 -2.95 0.854
F -3.54 -3.68 -3.67 -0.279
F -2.74 -1.65 -3.76 -0.193
C -1.69 -3.20 -2.33 0.410
F -0.99 -3.79 -3.29 -0.287
F -0.96 -2.19 -1.84 -0.103
F -1.93 -4.09 -1.37 -0.255
C -3.13 0.12 -1.22 -1.028
C -3.96 0.96 -2.21 -1.541
C -3.27 1.26 -3.56 -1.310
C -4.08 0.84 -4.78 0.098
O -3.55 0.65 -5.83 -0.567
O -5.41 0.75 -4.58 -0.462
H 5.97 0.51 3.09 0.209
H 4.51 0.15 4.00 0.270
H 4.48 1.44 2.78 0.241
H 6.37 -0.50 1.24 0.336
H 5.77 -2.06 1.81 0.190
H 3.88 -1.58 -0.06 0.273
H 5.41 -2.33 -0.44 0.462
H 6.35 -0.43 -1.45 0.341
H 4.72 -0.52 -2.01 0.410
H 5.70 1.78 -1.24 0.627
H 5.42 1.24 0.38 0.055
H 3.04 0.88 -0.15 0.227
H 3.56 2.57 -0.24 0.354
H 2.92 0.64 -2.53 0.266
H 3.82 2.09 -2.79 0.368
H 2.11 3.55 -2.25 0.298
H 1.33 2.31 -3.23 0.339
H 1.17 1.61 -0.37 0.374
H 0.59 3.23 -0.63 0.525
H -0.45 0.59 -1.57 0.044
H -0.71 1.95 -2.65 0.295
H -1.27 2.63 0.12 0.871
H -2.37 2.86 -1.21 0.447
H -1.84 0.47 0.35 0.981
H -4.01 2.44 0.28 0.356
H -3.47 1.75 2.93 0.698
H -1.90 1.66 2.12 0.617
H -3.30 4.18 1.37 0.494
H -1.71 3.51 3.65 0.236
H -4.41 0.02 1.99 0.472
H -5.61 2.15 2.41 0.419
H -6.60 0.74 2.15 0.520
H -5.78 -1.16 0.60 0.836
H -5.84 -0.02 -0.69 0.691
H -2.25 -2.29 0.10 0.862
H -2.64 -1.02 1.20 0.405
H -4.85 -2.95 1.14 0.350
H -3.34 -3.72 1.38 0.847
H -3.16 -1.51 3.13 0.399
H -4.80 -2.11 3.31 0.437
H -2.33 -0.34 -1.79 1.445
H -4.91 0.49 -2.45 1.454
H -4.23 1.92 -1.77 0.295
H -3.10 2.34 -3.66 0.780
H -2.31 0.77 -3.67 0.137
H -5.72 -0.09 -4.94 0.359
O 5.61 0.29 -4.13 -0.526
H 6.56 0.32 -4.28 0.265
H 5.24 0.05 -4.99 0.266
O 5.90 -3.93 2.91 -0.579
H 5.43 -4.66 2.51 0.265
H 6.33 -4.31 3.68 0.279
O 3.23 4.07 -4.44 -0.584
H 3.02 3.84 -5.34 0.295
H 3.11 5.03 -4.41 0.283
O 8.12 -0.32 3.61 -0.615
H 8.17 -1.22 3.95 0.304
H 8.81 0.15 4.09 0.288
O -5.88 5.10 0.92 -0.583
H -5.79 5.91 0.41 0.320
H -6.29 4.49 0.31 0.286
O 0.14 -6.09 0.74 -0.638
H -0.47 -5.78 0.08 0.295
H 0.76 -6.66 0.26 0.346
O 2.05 -8.86 1.07 -0.650
H 1.10 -8.82 1.27 0.330
H 2.45 -8.25 1.70 0.322
O 5.48 3.75 2.11 -0.567
H 5.35 4.59 2.56 0.272
H 6.41 3.56 2.20 0.300
O -1.28 -7.74 2.75 -0.626
H -1.77 -8.02 1.97 0.302
H -0.73 -7.02 2.43 0.326
O -0.69 7.29 3.41 -0.642
H -0.75 8.02 2.78 0.315
H -1.10 6.54 2.97 0.322
O 10.44 -2.03 3.02 -0.614
H 9.93 -1.65 2.29 0.334
H 11.10 -2.59 2.60 0.297

Per-record largest force on an atom, Eh/bohr: 0.059, 0.038, 0.061, 0.009, 0.065, 0.030